C5H16OSi2 | ωB97M-V with the def2-TZVPD basis set

Cartesian coordinates (Å):
C: -1.486064 3.319435 0.030109
C: 0.883403 1.260664 -1.875201
C: 1.870741 -1.419579 0.809215
C: -0.370330 -2.408663 -1.209049
C: -0.993947 -1.704805 1.934028
O: -1.359782 1.971785 -0.217415
Si: -0.165075 0.920700 -0.242134
Si: -0.006905 -1.323318 0.267468
H: -0.864584 3.761716 0.866576
H: -2.479061 3.445142 0.612810
H: -1.489491 3.773584 -0.962264
H: 1.951531 1.177186 -1.691245
H: 0.759447 0.589649 -2.673203
H: 0.748364 2.277704 -2.347477
H: 1.903768 -1.314060 1.839011
H: 2.471241 -2.262065 0.444215
H: 2.402871 -0.515677 0.475204
H: -0.659423 -1.765013 -2.034480
H: 0.525370 -2.978763 -1.466353
H: -1.202065 -3.060873 -0.992142
H: -1.158363 -0.762242 2.305537
H: -1.936248 -2.137537 1.856854
H: -0.401957 -2.244307 2.574085
H: 1.056558 1.399335 1.695851

Cartesian forces, eV/Å:
C -2.124 1.201 2.279
C 0.119 1.780 1.186
C -0.475 0.694 -2.635
C 0.209 0.310 0.108
C 0.916 0.416 -3.540
O -0.572 -1.264 0.488
Si 3.361 0.733 0.550
Si 0.357 -0.819 1.986
H 0.540 -0.651 -1.546
H 0.893 0.015 -1.619
H 0.096 0.886 0.598
H 0.217 0.107 0.428
H -0.772 -1.294 -0.978
H -0.099 -0.849 0.822
H 0.038 -0.194 2.161
H -0.460 -0.072 0.186
H -0.172 -0.147 -0.182
H 0.052 -0.103 -0.313
H -0.226 -0.045 -0.113
H -0.192 -0.375 -0.011
H -0.228 2.381 1.293
H -1.643 -1.028 -0.471
H 1.494 -1.338 1.573
H -1.333 -0.342 -2.251

Computed properties:
energy	-854.24683	Eh
orbital gap	0.32460	Ha
E_HOMO	-8.2617	eV
strongest force on any atom	0.0716	hartree/bohr

These are the Mulliken partial charges, in e, on atoms 1 to 8:
1. C -0.633
2. C -1.211
3. C -1.179
4. C -1.105
5. C -1.363
6. O -0.251
7. Si 0.147
8. Si 0.559

CH3ClF2Si | ωB97M-V with the def2-TZVPD basis set

Cartesian coordinates (Å):
C: 0.959359 0.457087 -0.786135
F: 0.567934 0.421432 -2.114493
F: 1.085508 1.697741 -0.277025
Si: -1.208471 -0.617665 1.027540
Cl: 2.400385 -0.460511 -0.568747
H: -2.071668 0.325562 0.257511
H: -0.677514 -0.008953 2.202945
H: -1.055532 -1.814693 0.258404

Cartesian forces, eV/Å:
C -2.089 -0.847 0.568
F 0.607 0.766 1.720
F 0.029 -0.296 -1.131
Si 0.282 2.050 -2.741
Cl 0.463 -0.094 -0.090
H -0.021 -0.312 0.475
H 0.464 -0.292 0.852
H 0.266 -0.974 0.347

Computed properties:
energy	-989.16213	Eh
orbital gap (spin up / spin down)	0.29253 / 0.24472	Ha
E_HOMO (spin up / spin down)	-8.8914 / -7.7607	eV
strongest force on any atom	0.0668	hartree/bohr

The computed Mulliken charges, all in e, follow:
1. C 0.179
2. F -0.197
3. F -0.167
4. Si 0.404
5. Cl -0.109
6. H -0.054
7. H -0.029
8. H -0.027

C2H5INO | ωB97M-V with the def2-TZVPD basis set

Cartesian coordinates (Å):
C: 0.404008 1.063046 0.111729
C: 0.361582 -1.476226 -0.014691
N: -0.813863 -1.991035 0.024712
O: -0.902360 -3.247206 0.079967
I: -3.595582 0.119490 -0.057328
H: -0.567314 1.119988 0.637004
H: 1.297958 1.551338 0.486498
H: 0.238234 1.377171 -0.995605
H: 1.312352 -1.905151 -0.337163
H: -1.691923 -1.432062 -0.095527

Cartesian forces, eV/Å:
C -1.664 -1.778 -2.649
C 0.194 4.508 -0.302
N 1.656 0.165 -0.466
O -0.831 -1.456 -0.108
I 0.005 0.060 -0.026
H 0.880 -0.003 -0.038
H 0.022 -0.640 0.474
H 0.302 -0.906 1.929
H -0.617 -0.287 0.593
H 0.053 0.338 0.593

Computed properties:
energy	-506.75975	Eh
orbital gap (spin up / spin down)	0.25649 / 0.25647	Ha
net charge	-1
E_HOMO (spin up / spin down)	-4.0259 / -4.0259	eV
strongest force on any atom	0.0879	hartree/bohr

These are the Mulliken partial charges, in e, on atoms 1 to 8:
1. C -0.670
2. C -0.302
3. N 0.545
4. O -0.673
5. I -0.826
6. H 0.202
7. H 0.271
8. H 0.212

C12H36FO6 | ωB97M-V with the def2-TZVPD basis set

Cartesian coordinates (Å):
F: -0.463742 -0.749527 0.442715
C: 1.617107 1.999211 7.119466
C: 2.246898 1.581470 5.873129
O: 1.259036 1.663480 4.848454
H: 1.385133 3.063675 7.154165
H: 2.250904 1.838468 7.991562
H: 0.720642 1.384287 7.199004
H: 2.577752 0.549512 5.756120
H: 2.944970 2.418305 5.850777
H: 1.824672 1.409313 4.115602
C: -2.500889 -1.815910 -5.840131
C: -1.645249 -1.708396 -4.596278
O: -1.765664 -0.412258 -3.994022
H: -2.316281 -1.008758 -6.548997
H: -3.552076 -1.874163 -5.557778
H: -2.339315 -2.701727 -6.454395
H: -0.648886 -1.826758 -5.022137
H: -1.894913 -2.440612 -3.828399
H: -1.577415 -0.518135 -3.058632
C: -6.958207 -3.285623 0.205453
C: -5.477390 -3.212194 -0.249672
O: -4.760559 -2.689151 0.842773
H: -7.146556 -2.338746 0.711469
H: -7.031285 -4.060163 0.968902
H: -7.745777 -3.295813 -0.548023
H: -5.466261 -2.461709 -1.040079
H: -5.069320 -4.167900 -0.578620
H: -3.896542 -2.425002 0.518272
C: 5.824400 2.947785 -0.120672
C: 4.795524 1.896062 -0.620943
O: 3.973084 1.559646 0.424664
H: 6.731165 2.636109 -0.639067
H: 5.963093 2.856063 0.956573
H: 5.458699 3.962087 -0.280541
H: 5.332686 1.014011 -0.969555
H: 4.168569 2.353755 -1.386158
H: 3.226529 1.026353 0.142121
C: -1.614512 6.266435 -0.561020
C: -0.783319 5.075816 -0.970374
O: -0.432347 4.433349 0.180576
H: -2.476097 5.929077 0.015138
H: -1.931978 6.870515 -1.410959
H: -1.078614 6.839085 0.195945
H: 0.119003 5.520282 -1.390315
H: -1.165381 4.421823 -1.754227
H: 0.388300 4.025223 -0.105051
C: 2.250377 -4.474558 -1.278548
C: 2.292924 -5.236933 0.087983
O: 1.104424 -4.942354 0.831563
H: 3.204747 -4.361406 -1.792828
H: 1.908672 -3.451257 -1.123047
H: 1.581614 -4.921343 -2.014241
H: 3.168849 -4.876800 0.627587
H: 2.345648 -6.301027 -0.142278
H: 1.073154 -3.982971 0.816974

Cartesian forces, eV/Å:
F 0.123 -0.177 -0.252
C -1.344 -0.977 2.034
C -0.335 0.984 -0.640
O 0.775 0.424 -0.197
H -0.251 -0.083 -0.427
H 0.100 -0.289 0.032
H -0.359 0.319 0.622
H 0.927 0.209 1.001
H 1.292 -0.612 -1.444
H -0.831 0.033 -0.984
C -1.068 -0.154 -0.014
C 0.310 0.609 -0.523
O -0.217 -0.370 -0.606
H -0.128 0.383 0.357
H -0.185 0.418 -0.200
H 0.436 -0.378 0.415
H 0.582 -0.246 0.787
H 0.201 -0.374 -0.344
H 0.124 0.133 0.279
C 0.840 0.418 0.591
C -1.471 0.856 -0.076
O 0.109 -0.253 0.264
H 0.138 0.070 0.228
H -0.457 -0.152 -0.193
H 0.361 -0.703 -0.294
H 0.297 -0.244 -0.537
H -0.079 -0.078 -0.149
H 0.361 0.144 0.202
C -0.704 -1.094 -0.223
C 0.507 1.098 0.001
O -0.922 -0.369 1.770
H 0.340 0.982 0.077
H 0.078 -0.309 -0.031
H 0.401 -0.021 -0.377
H 0.016 -0.046 -0.428
H 0.337 -0.172 -0.660
H -0.158 -0.108 -0.091
C -0.884 -0.308 0.262
C 0.158 2.173 -1.112
O 0.896 -1.334 0.916
H -0.395 -0.127 -0.333
H -0.002 0.116 0.138
H 0.379 0.243 -0.409
H 0.348 0.068 -0.503
H -0.657 -0.070 0.103
H 0.134 -0.759 0.964
C -0.023 0.033 0.227
C -0.532 1.132 -1.467
O 0.816 -0.621 -0.383
H 0.344 -0.309 0.277
H -0.152 0.070 0.153
H -0.211 -0.170 0.249
H 0.187 -0.342 0.179
H -0.015 -0.042 0.533
H -0.536 0.376 0.237

Computed properties:
energy	-1029.98995	Eh
orbital gap	0.24404	Ha
net charge	-1
E_HOMO	-3.9245	eV
strongest force on any atom	0.0511	hartree/bohr

These are the Mulliken partial charges, in e, on atoms 1 to 8:
1. F -0.977
2. C -1.122
3. C -0.143
4. O -0.487
5. H 0.286
6. H 0.347
7. H 0.276
8. H 0.341

C15H31ClO4P2Pt | ωB97M-V with the def2-TZVPD basis set

Cartesian coordinates (Å):
P: -0.697757 1.979590 -0.232504
P: 1.658198 0.436774 1.768525
C: -1.103219 0.758856 1.113418
C: -0.124728 0.310949 2.209918
H: -1.612198 -0.164812 0.709993
H: -1.937599 1.235476 1.636724
H: -0.299020 0.903741 3.128817
H: -0.301200 -0.750059 2.439684
C: 2.322109 -1.261570 1.955421
H: 3.148747 -1.198700 2.676570
H: 2.709922 -1.530595 0.959983
H: 1.567509 -1.990142 2.265968
C: 2.288852 1.388324 3.186889
H: 2.857506 0.681556 3.801066
H: 1.448386 1.823492 3.741125
H: 2.930708 2.189619 2.785537
C: -0.821645 1.799320 -2.061379
H: -0.461525 2.719306 -2.553861
H: -1.856926 1.619190 -2.406026
H: -0.201518 0.948005 -2.431408
C: -1.947132 3.236454 0.158810
H: -2.166315 3.247173 1.234695
H: -2.906611 3.063564 -0.348032
H: -1.603423 4.231944 -0.118679
Pt: -0.304669 -0.918111 -1.010854
C: -0.552819 -2.591418 0.167707
C: 0.520797 -2.805028 -0.783747
C: 0.339312 -3.477411 -2.114503
C: -0.957404 -3.033719 -2.837688
C: -1.373484 -1.618237 -2.590071
C: -2.313964 -1.235776 -1.573016
C: -2.960669 -2.195305 -0.612026
C: -1.940351 -3.159246 0.048297
C: 1.308265 3.738396 0.271302
H: -0.228208 -2.518720 1.211287
H: 1.505934 -2.945046 -0.316915
H: 0.391436 -4.576390 -2.052773
H: 1.200110 -3.143716 -2.713882
H: -0.799638 -3.114077 -3.920198
H: -1.759487 -3.716876 -2.546176
H: -1.356939 -0.946750 -3.459717
H: -2.892617 -0.336306 -1.844524
H: -3.747150 -2.782046 -1.106730
H: -3.470942 -1.614867 0.167993
H: -2.296041 -3.335448 1.073502
H: -1.957756 -4.124876 -0.466461
H: 2.379637 3.507937 0.743185
H: 0.752343 4.369798 0.982524
H: 1.479779 4.131129 -0.745361
O: 3.682415 1.175826 0.118361
Cl: 4.261784 2.540172 0.046560
O: 3.535149 3.367803 1.269022
O: 3.876890 3.235504 -1.197698
O: 0.787164 2.445349 0.171346

Cartesian forces, eV/Å:
P 1.309 1.241 1.229
P -0.529 -0.421 -1.314
C -1.479 -1.294 -0.058
C 0.221 0.001 0.639
H 0.547 0.921 0.076
H -0.018 0.272 -0.304
H -0.120 -0.348 -0.454
H -0.315 0.387 -0.011
C 0.303 0.126 0.164
H -0.140 -0.442 -0.203
H 0.006 -0.045 0.521
H 0.240 0.019 0.130
C 0.295 0.021 -0.010
H -0.039 0.417 0.232
H 0.336 -0.099 0.041
H -0.157 -0.377 0.410
C -0.201 -0.516 -0.193
H 0.033 -0.128 0.555
H 0.382 0.111 0.425
H -0.091 0.486 0.270
C -0.253 0.408 0.136
H 0.291 0.010 -0.294
H 0.350 -0.186 -0.054
H 0.118 0.021 -0.153
Pt 1.856 1.744 0.223
C 0.355 -1.267 1.080
C 0.055 -0.643 0.855
C 0.207 0.264 -0.630
C 0.298 -0.908 -0.480
C -0.546 0.547 -0.958
C -0.531 0.270 -0.497
C -0.084 -0.347 0.149
C -1.010 -0.029 0.255
C 0.721 1.661 -0.367
H 0.046 0.061 -0.393
H -0.254 0.391 -0.411
H -0.057 0.190 0.088
H -0.233 -0.280 0.026
H -0.095 -0.367 0.220
H -0.064 0.073 -0.269
H 0.040 -0.391 0.219
H 0.139 -0.354 0.389
H -0.043 0.058 -0.025
H 0.119 -0.077 -0.105
H 0.018 -0.224 -0.292
H 0.109 0.050 0.103
H -2.269 1.120 -0.713
H -0.240 -0.041 -0.529
H -0.351 0.332 0.493
O 0.665 0.912 -0.432
Cl -0.745 0.910 1.626
O 4.038 -1.783 -1.196
O 0.053 -0.552 0.523
O -3.286 -1.905 -0.728

Computed properties:
energy	-2152.80634	Eh
spin multiplicity	3
orbital gap (spin up / spin down)	0.19766 / 0.21506	Ha
E_HOMO (spin up / spin down)	-5.4691 / -6.8083	eV
expectation value of S²	2.0084
strongest force on any atom	0.0889	hartree/bohr

These are the Mulliken partial charges, in e, on atoms 1 to 8:
1. P 1.202
2. P 1.217
3. C -1.224
4. C -1.399
5. H 0.144
6. H 0.800
7. H 0.535
8. H 0.446

Record order is preserved below.
Energy relative to the best compared isomer or geometry (same formula, charge and spin): 33.2, 69.0, 169.0, 119.4, 37.8 kcal/mol